(1)
Formula: C25H18ClMoN6
Source: the Open Molecules 2025 dataset
Level of theory: ωB97M-V with the def2-TZVPD basis set

Calculated values
ΔE to the lowest compared entry with this formula, charge and spin	0.2894	eV
highest occupied orbital energy (spin up / spin down)	-0.603 / -0.603	Ha
multiplicity	1
charge	+3
maximum force	1.32	eV/Å

The geometry in XYZ format:
```
51
C25H18ClMoN6 ωB97M-V with the def2-TZVPD basis set
Mo 0.06 -1.17 -0.20
C -4.32 -1.18 -0.07
C -3.00 -1.60 -0.05
N -1.98 -0.72 -0.04
C -2.31 0.61 -0.04
C -3.64 1.00 -0.07
N -4.62 0.11 -0.08
C -1.15 1.52 -0.01
C -1.20 2.89 -0.03
C 0.00 3.63 -0.01
C 1.22 2.91 0.02
C 1.19 1.54 0.04
N 0.03 0.84 0.04
C 2.37 0.66 0.05
C 3.70 1.07 0.12
N 4.70 0.20 0.12
C 4.42 -1.10 0.06
C 3.11 -1.55 0.01
N 2.07 -0.68 -0.01
C -0.01 5.09 0.00
C -1.06 5.79 0.60
C -1.02 7.18 0.59
N -0.03 7.83 0.01
C 0.97 7.20 -0.58
C 1.03 5.81 -0.60
H -5.14 -1.88 -0.07
H -2.75 -2.66 -0.04
H -3.93 2.04 -0.08
H -2.14 3.40 -0.10
H 2.16 3.44 0.05
H 3.97 2.12 0.17
H 5.25 -1.79 0.07
H 2.88 -2.60 -0.02
H -1.87 5.28 1.11
H -1.80 7.77 1.05
H 1.75 7.80 -1.03
H 1.85 5.32 -1.12
Cl -0.19 -8.96 0.12
C -0.13 -7.28 0.07
C -0.26 -6.54 1.26
C -0.22 -5.18 1.23
C -0.03 -4.49 0.00
C 0.02 -3.11 -0.07
C 0.10 -5.26 -1.20
C 0.04 -6.62 -1.16
H -0.40 -7.06 2.20
H -0.32 -4.62 2.15
H 0.23 -2.60 -1.16
H 0.05 -2.44 0.96
H 0.23 -4.75 -2.15
H 0.14 -7.20 -2.07
```

(2)
Formula: C25H18F3NO4S
Source: the Open Molecules 2025 dataset
Level of theory: ωB97M-V with the def2-TZVPD basis set

Calculated values
highest occupied orbital energy	-0.238	Ha
multiplicity	1
maximum force	2.28	eV/Å

The geometry in XYZ format:
```
52
C25H18F3NO4S ωB97M-V with the def2-TZVPD basis set
F -1.25 5.45 -0.69
C -0.43 4.72 0.08
F 0.52 4.15 -0.72
F 0.19 5.54 0.96
S -1.36 3.36 0.96
C -0.03 2.51 1.67
C -0.16 1.69 2.81
C 0.99 1.33 3.58
C 0.89 0.47 4.66
C -0.35 -0.11 4.99
C -0.45 -1.05 6.07
N -0.52 -1.84 6.93
C -1.50 0.24 4.25
C -1.42 1.13 3.20
O -2.21 3.98 1.95
O -1.95 2.60 -0.13
H 0.96 2.81 1.32
H 1.95 1.76 3.29
H 1.77 0.23 5.26
H -2.46 -0.19 4.54
H -2.32 1.39 2.64
C -6.05 -6.00 -0.69
O -6.02 -4.58 -0.97
C -4.83 -3.93 -0.90
C -4.84 -2.54 -1.15
C -3.69 -1.80 -1.03
C -2.46 -2.42 -0.66
C -1.26 -1.65 -0.45
O -0.16 -2.41 -0.18
C 1.08 -1.82 -0.08
C 1.24 -0.43 -0.21
C 2.56 0.09 -0.19
C 3.64 -0.77 -0.05
C 3.44 -2.15 0.11
C 2.15 -2.69 0.09
C 0.07 0.34 -0.36
C -1.16 -0.26 -0.50
C -2.45 -3.82 -0.49
C -3.61 -4.57 -0.59
H -7.11 -6.26 -0.80
H -5.44 -6.56 -1.41
H -5.72 -6.21 0.34
H -5.79 -2.07 -1.42
H -3.69 -0.73 -1.22
H 2.69 1.17 -0.30
H 4.66 -0.37 -0.05
H 4.29 -2.82 0.24
H 1.96 -3.75 0.19
H 0.16 1.42 -0.43
H -2.06 0.33 -0.65
H -1.53 -4.34 -0.25
H -3.57 -5.65 -0.41
```

(3)
Formula: C25H18N6O
Source: the Open Molecules 2025 dataset
Level of theory: ωB97M-V with the def2-TZVPD basis set

Calculated values
highest occupied orbital energy	-0.273	Ha
multiplicity	1
SMILES	Cn1cc(-c2cccc(Oc3nccc(-c4cn[nH]c4)n3)c2)c2nc3ccccc3cc21
maximum force	5.97	eV/Å

The geometry in XYZ format:
```
50
C25H18N6O ωB97M-V with the def2-TZVPD basis set
C -3.66 3.62 0.71
N -2.53 2.77 1.34
C -1.61 1.96 0.70
C -1.12 0.96 1.51
C -0.10 -0.12 0.98
C 0.48 -1.16 1.80
C 1.25 -2.18 1.18
C 1.57 -2.21 -0.21
C 1.09 -1.07 -1.05
O 1.39 -1.09 -2.39
C 2.39 -1.79 -2.96
N 3.54 -2.21 -2.31
C 4.51 -2.62 -3.12
C 4.50 -2.52 -4.51
C 3.24 -2.23 -5.04
C 3.21 -2.03 -6.44
C 1.97 -1.54 -7.04
N 2.29 -1.38 -8.31
N 3.61 -1.65 -8.53
C 4.18 -2.12 -7.41
N 2.30 -1.90 -4.28
C 0.16 -0.14 -0.47
C -1.86 1.19 2.79
N -1.84 0.48 4.02
C -2.45 0.91 5.08
C -2.38 0.22 6.31
C -3.09 0.66 7.43
C -3.67 1.95 7.32
C -3.67 2.72 6.19
C -3.01 2.24 5.06
C -3.16 2.89 3.78
C -2.54 2.40 2.69
H -4.05 3.07 -0.14
H -4.45 3.89 1.38
H -3.23 4.56 0.22
H -1.19 2.25 -0.33
H 0.15 -1.18 2.83
H 1.89 -2.92 1.69
H 2.31 -2.96 -0.56
H 5.37 -2.97 -2.49
H 5.41 -2.84 -5.07
H 0.99 -1.12 -6.65
H 3.95 -1.82 -9.46
H 5.20 -2.47 -7.42
H -0.23 0.51 -1.25
H -1.86 -0.77 6.45
H -3.29 0.00 8.25
H -4.26 2.27 8.18
H -3.88 3.75 6.00
H -3.81 3.74 3.55
```

(4)
Formula: C25H19B3F7N2Na2O42S4
Source: the Open Molecules 2025 dataset
Level of theory: ωB97M-V with the def2-TZVPD basis set

Calculated values
highest occupied orbital energy	-0.117	Ha
multiplicity	1
charge	-3
maximum force	8.69	eV/Å

The geometry in XYZ format:
```
104
C25H19B3F7N2Na2O42S4 ωB97M-V with the def2-TZVPD basis set
Na 1.20 -0.50 -0.10
Na 2.73 1.62 2.54
O -0.73 0.64 -1.32
C -1.13 1.83 -1.54
O -1.62 2.57 -0.62
B -1.82 3.90 -1.20
O -1.33 3.86 -2.61
C -1.11 2.59 -2.88
O -0.86 2.13 -4.04
O -1.08 4.98 -0.50
C -2.01 5.68 0.22
O -1.82 6.47 1.12
C -3.41 5.24 -0.19
O -3.24 4.31 -1.15
O -4.46 5.66 0.32
O -3.05 -6.20 -5.74
C -2.21 -5.37 -5.41
O -2.32 -3.97 -5.47
B -1.40 -3.44 -4.52
O -0.55 -4.51 -3.98
C -0.93 -5.70 -4.52
O -0.48 -6.83 -4.20
O -2.13 -2.71 -3.47
C -2.01 -1.44 -3.73
O -2.53 -0.58 -3.11
C -1.04 -1.25 -4.92
O -0.65 -2.44 -5.31
O -0.59 -0.15 -5.38
O -2.87 -0.04 1.53
C -2.31 0.90 2.08
O -2.78 1.97 2.82
B -1.69 2.75 3.46
O -0.47 2.10 3.12
C -0.74 1.01 2.29
O 0.15 0.16 1.99
O -1.92 2.82 4.90
C -1.99 4.13 5.23
O -2.07 4.54 6.37
C -1.82 4.98 3.93
O -1.74 4.11 2.98
O -1.70 6.22 3.75
N 3.14 1.15 0.32
S 3.44 2.31 -0.73
O 3.92 1.92 -2.09
O 3.91 3.59 -0.27
F 1.94 2.79 -1.12
S 4.84 0.61 0.25
O 5.86 1.61 0.52
O 5.11 -0.51 -0.63
F 4.86 -0.08 1.73
N 3.40 6.08 1.91
S 3.67 5.39 3.24
O 4.22 4.00 3.14
O 2.83 5.69 4.42
F 5.04 6.20 3.52
S 1.81 5.34 1.86
O 0.56 6.06 2.33
O 1.66 3.88 1.80
F 1.61 5.53 0.31
C 3.07 -3.11 -4.90
C 3.57 -1.75 -5.45
O 3.55 -0.84 -4.30
C 2.66 -1.49 -3.42
O 2.22 -0.93 -2.43
O 2.37 -2.80 -3.76
F 2.67 -1.34 -6.32
H 3.93 -3.70 -4.59
H 2.39 -3.65 -5.55
H 4.57 -1.83 -5.85
C -4.32 -1.98 -1.06
C -5.11 -0.65 -1.11
O -6.25 -0.89 -0.25
C -6.07 -2.15 0.34
O -6.83 -2.68 1.12
O -5.07 -2.79 -0.16
F -5.58 -0.49 -2.35
H -3.32 -1.63 -0.77
H -4.32 -2.28 -2.10
H -4.54 0.25 -0.89
C -0.26 -1.42 6.18
C 0.99 -1.71 6.99
O 2.01 -1.16 6.09
C 1.49 -1.07 4.80
O 2.09 -0.58 3.84
O 0.17 -1.28 4.83
F 0.97 -2.95 7.13
H -0.76 -0.57 6.64
H -1.03 -2.19 6.15
H 0.94 -1.20 7.95
C 3.21 -3.49 0.86
C 1.93 -4.00 0.23
O 1.11 -2.86 -0.15
C -0.06 -3.10 -0.96
C -1.25 -3.45 -0.14
H 3.69 -2.89 0.09
H 2.84 -2.97 1.75
H 3.87 -4.32 1.09
H 2.19 -4.49 -0.71
H 1.58 -4.73 0.97
H -0.23 -2.27 -1.65
H 0.18 -3.89 -1.68
H -0.95 -4.17 0.61
H -2.16 -3.65 -0.71
H -1.48 -2.49 0.33
```

Question: Among the records above, which one has the lowest maximum force?
Answer: C25H18ClMoN6